Molecular formula: C40H74BrCl16I2N3O9PS
Method: DFT, ωB97M-V with the def2-TZVPD basis set

Electronic energy in eV: -372303.951
HOMO-LUMO gap in eV: 8.416

```
! wB97M-V def2-TZVPD RIJCOSX def2/J DEFGRID3
* xyz 1 1
C -0.91 1.31 -1.88
C -0.82 1.90 -0.47
S 0.81 1.68 0.29
C 0.29 0.81 1.83
N 1.40 0.14 2.55
C 1.18 0.04 4.06
C 0.42 1.25 4.63
C -1.09 1.13 4.66
O -1.67 0.28 5.23
Br -2.10 2.55 3.78
C 2.53 -0.17 4.79
C 3.18 1.16 5.27
C 3.02 1.58 6.73
C 3.51 3.02 6.96
C 2.93 3.55 8.27
N 1.52 3.93 8.10
C 0.81 4.04 9.40
C 1.38 5.11 7.35
C -0.03 5.51 6.98
O 2.32 5.75 6.96
C 2.45 -1.24 5.90
C 1.33 -1.21 6.89
O 0.53 -0.32 7.07
O 1.29 -2.36 7.60
C 0.13 -2.48 8.42
C -1.12 -2.87 7.71
O 0.23 -2.32 9.59
N 3.53 -0.67 3.80
C 3.10 -1.69 2.85
C 4.36 -2.02 2.03
P 4.37 -3.50 1.01
O 4.05 -3.27 -0.42
O 3.50 -4.62 1.73
O 5.85 -4.07 1.18
C 1.94 -1.14 1.94
O 2.52 -0.67 0.76
C 0.94 -2.29 1.62
I -0.26 -1.91 -0.15
C 0.04 -3.01 2.64
C 0.69 -3.63 3.87
I -1.76 -2.00 3.24
H -1.85 0.78 -2.03
H -0.87 2.09 -2.64
H -0.10 0.62 -2.10
H -1.04 2.97 -0.51
H -1.59 1.45 0.17
H -0.08 1.62 2.44
H -0.55 0.14 1.62
H 2.20 0.78 2.46
H 0.55 -0.84 4.21
H 0.69 1.41 5.67
H 0.70 2.17 4.11
H 4.25 1.09 5.08
H 2.85 1.98 4.62
H 1.99 1.54 7.09
H 3.64 0.93 7.36
H 4.60 3.07 7.00
H 3.13 3.65 6.15
H 2.94 2.73 8.99
H 3.54 4.36 8.69
H -0.26 3.88 9.27
H 0.96 5.02 9.86
H 1.19 3.28 10.08
H -0.15 5.36 5.91
H -0.16 6.57 7.19
H -0.79 4.95 7.51
H 2.47 -2.24 5.46
H 3.38 -1.18 6.48
H -1.63 -3.61 8.32
H -1.78 -2.00 7.63
H -0.95 -3.29 6.72
H 4.28 -1.04 4.36
H 2.83 -2.64 3.32
H 4.75 -1.17 1.48
H 5.11 -2.24 2.80
H 2.98 -5.09 1.06
H 6.41 -3.69 0.48
H 2.56 -1.35 0.07
H 1.59 -3.08 1.23
H -0.36 -3.84 2.07
H 0.82 -2.94 4.70
H 0.01 -4.41 4.23
H 1.62 -4.14 3.63
Cl -2.85 2.40 -4.79
C -2.00 1.25 -5.86
C -2.79 -0.01 -6.15
Cl -2.94 -1.09 -4.73
H -1.05 1.00 -5.39
H -1.80 1.77 -6.79
H -2.25 -0.57 -6.91
H -3.79 0.20 -6.52
Cl -5.85 0.26 -3.72
C -7.28 1.13 -3.10
C -7.92 2.01 -4.14
Cl -6.90 3.41 -4.57
H -6.96 1.71 -2.24
H -8.00 0.37 -2.78
H -8.86 2.40 -3.75
H -8.13 1.46 -5.05
Cl 2.64 -6.37 -2.78
C 3.98 -5.70 -3.76
C 3.93 -4.20 -3.83
Cl 2.55 -3.61 -4.79
H 3.91 -6.15 -4.75
H 4.90 -6.02 -3.29
H 4.83 -3.84 -4.33
H 3.87 -3.75 -2.84
Cl -2.29 2.00 -9.67
C -1.22 0.92 -10.60
C -1.85 -0.43 -10.80
Cl -1.98 -1.35 -9.28
H -0.28 0.85 -10.07
H -1.05 1.40 -11.56
H -1.23 -1.03 -11.48
H -2.85 -0.35 -11.22
Cl 0.20 4.75 -8.38
C 1.02 5.60 -9.72
C 0.39 5.31 -11.06
Cl 0.66 3.63 -11.57
H 2.07 5.32 -9.71
H 0.94 6.67 -9.51
H 0.83 5.95 -11.82
H -0.69 5.48 -11.03
Cl 3.03 -11.11 -5.56
C 1.80 -9.92 -5.05
C 1.35 -9.04 -6.19
Cl 2.64 -7.93 -6.72
H 2.22 -9.34 -4.24
H 0.94 -10.49 -4.68
H 0.52 -8.42 -5.86
H 1.04 -9.62 -7.05
Cl 1.38 5.14 1.75
C 2.37 6.03 0.56
C 1.75 6.03 -0.82
Cl 1.76 4.41 -1.56
H 3.36 5.58 0.54
H 2.45 7.06 0.92
H 2.31 6.69 -1.47
H 0.71 6.37 -0.78
Cl -11.20 0.75 -2.97
C -11.74 -0.07 -4.46
C -10.93 -1.31 -4.75
Cl -9.25 -0.95 -5.23
H -11.67 0.64 -5.28
H -12.78 -0.35 -4.31
H -11.38 -1.86 -5.58
H -10.89 -1.97 -3.88
*
```